Record 1
The following is a quantum chemistry calculation of C34H33AsF5N4OS4V as an isolated structure in a non-equilibrium geometry, from the Open Molecules 2025 dataset.

Structure (XYZ):
```
83
Properties=species:S:1:pos:R:3:mulliken_charge:R:1
V 0.7211 0.1499 0.0427 0.8731
S 2.7969 -0.2809 1.1155 -0.5878
C 2.7564 0.7607 2.4949 0.5851
C 3.8629 0.6700 3.3845 -0.2368
N 4.7766 0.5921 4.0811 -0.5752
C 1.7468 1.6439 2.7373 0.4896
S 0.3813 1.8030 1.6707 -0.4959
C 1.7692 2.4962 3.8731 -0.1452
N 1.7582 3.2059 4.7802 -0.5674
S -0.7590 -1.3179 1.3389 -0.5857
C -0.3837 -2.8135 0.5619 0.1884
N -0.3502 -3.9704 1.2872 0.2283
C -0.0965 -5.2262 0.6178 -0.8815
C 0.9085 -5.0162 -0.4934 -0.8671
N 0.4304 -3.9760 -1.3763 0.7520
C 0.8515 -4.0689 -2.7618 -1.7150
C 0.0283 -5.0761 -3.5256 0.3309
C -1.3560 -4.9243 -3.5924 -0.2311
C -2.1283 -5.8412 -4.2840 -0.7177
C -1.5291 -6.9235 -4.9176 -0.3552
C -0.1550 -7.0814 -4.8555 -0.6511
C 0.6194 -6.1605 -4.1599 -0.2741
C -0.1101 -2.8448 -0.8300 0.0669
S -0.4484 -1.4624 -1.7914 -0.1690
C -0.4733 -4.0150 2.7355 -1.7294
C 0.8694 -4.2206 3.4016 0.6519
C 1.1378 -5.3593 4.1497 -0.3148
C 2.3837 -5.5386 4.7381 -0.5965
C 3.3688 -4.5790 4.5768 -0.4458
C 3.1093 -3.4386 3.8262 -0.6625
C 1.8672 -3.2598 3.2416 0.3312
H -1.0272 -5.6372 0.2059 0.2799
H 0.3008 -5.9311 1.3492 0.4688
H 1.0304 -5.9325 -1.0735 0.4878
H 1.8822 -4.7363 -0.0684 0.3067
H 1.9109 -4.3427 -2.7918 0.3890
H 0.7485 -3.0780 -3.2051 0.7072
H -1.8145 -4.0760 -3.0967 0.3830
H -3.2023 -5.7125 -4.3340 0.3852
H -2.1357 -7.6402 -5.4568 0.3781
H 0.3182 -7.9234 -5.3451 0.3775
H 1.6956 -6.2823 -4.1098 0.3933
H -1.1544 -4.8308 2.9970 0.4437
H -0.9244 -3.0818 3.0659 0.5017
H 0.3639 -6.1092 4.2780 0.3452
H 2.5824 -6.4293 5.3216 0.3544
H 4.3405 -4.7158 5.0346 0.3813
H 3.8713 -2.6802 3.6954 0.3966
H 1.6691 -2.3691 2.6565 0.0715
F 4.7947 -1.6274 -5.4374 -0.3341
C 4.0192 -1.0676 -4.4919 0.6051
C 3.5568 0.2319 -4.6341 0.0132
F 3.8913 0.9351 -5.7273 -0.3318
C 2.7554 0.7967 -3.6651 -0.0307
F 2.3070 2.0491 -3.8489 -0.3556
C 2.3646 0.1056 -2.4947 0.6760
O 1.5930 0.6883 -1.6402 0.8227
C 2.8706 -1.2035 -2.3844 -0.1420
F 2.5718 -1.9447 -1.2994 -0.3607
C 3.6677 -1.7751 -3.3590 -0.1598
F 4.1043 -3.0375 -3.2049 -0.3829
C -2.7307 0.8523 -3.4432 -1.0762
C -1.7994 1.9743 -3.0071 -0.6820
As -1.3080 1.9602 -1.0902 0.6515
C -3.0702 2.0762 -0.2294 -0.8006
C -3.9313 3.2669 -0.6191 -1.2266
C -0.7136 3.8278 -0.9301 -0.8906
C 0.7394 3.9933 -1.3536 -1.0677
H -2.8619 0.8553 -4.5274 0.4027
H -3.7201 0.9665 -2.9929 0.2516
H -2.3496 -0.1265 -3.1552 0.1180
H -2.2604 2.9447 -3.2135 0.5411
H -0.8556 1.9431 -3.5555 0.3415
H -2.8611 2.0666 0.8430 0.4853
H -3.5783 1.1337 -0.4479 0.4709
H -3.4550 4.2099 -0.3474 0.2762
H -4.9018 3.2336 -0.1188 0.4063
H -4.1197 3.2892 -1.6950 0.2456
H -0.8469 4.1085 0.1168 0.4744
H -1.3731 4.4579 -1.5334 0.5961
H 1.3900 3.3625 -0.7469 0.0713
H 1.0667 5.0292 -1.2436 0.4177
H 0.8881 3.7027 -2.3948 0.2302
```

lowest unoccupied orbital energy (alpha / beta): 0.0815 / 0.0620 Eh
expectation value of S²: 3.784
charge: -1
energy: -187259.810 eV
multiplicity: 4
HOMO-LUMO gap (alpha / beta): 6.4 / 6.7 eV

=====

Record 2
The following is a quantum chemistry calculation of C34H33ClCrN2O4S as an isolated structure in a non-equilibrium geometry, from the Open Molecules 2025 dataset.

Structure (XYZ):
```
76
Properties=species:S:1:pos:R:3:mulliken_charge:R:1
Cr -0.0454 -0.3925 0.3030 -0.0057
C -0.6924 3.6610 -0.8703 -2.0649
C -1.5203 2.5175 -0.3378 0.4400
C -1.6113 2.3033 1.0469 1.7136
C -0.7160 3.0871 1.9752 -2.6492
C -2.5755 1.4237 1.5539 0.3044
C -2.7653 1.3235 3.0497 -2.2651
C -3.4079 0.7112 0.6800 2.6051
C -4.4074 -0.2712 1.2500 -2.9618
C -3.2964 0.9063 -0.7002 0.2574
C -4.2777 0.2824 -1.6682 -2.3738
C -2.3075 1.7570 -1.2067 2.1473
C -2.0997 1.8712 -2.6993 -2.8220
H 0.3519 3.3889 -0.9901 0.2481
H -0.7348 4.5030 -0.1804 0.4537
H -1.0684 3.9994 -1.8332 0.4661
H -1.1494 4.0663 2.2031 0.4792
H 0.2599 3.2348 1.5204 0.4245
H -0.5561 2.5598 2.9141 0.5126
H -3.7593 0.9626 3.3018 0.4491
H -2.6408 2.2990 3.5158 0.4829
H -2.0323 0.6463 3.5004 0.2766
H -5.3014 0.2389 1.6190 0.4674
H -3.9648 -0.8205 2.0811 0.4761
H -4.7210 -1.0044 0.5106 0.5455
H -5.2135 0.0280 -1.1769 0.5328
H -3.8794 -0.6220 -2.1344 0.2619
H -4.5160 0.9870 -2.4641 0.4449
H -2.7347 2.6474 -3.1363 0.4134
H -2.3324 0.9273 -3.1926 0.5293
H -1.0606 2.1095 -2.9218 0.5380
Cl 2.0402 -2.1998 7.0457 -0.2384
C 1.7514 -1.5483 5.4611 0.1184
C 2.7028 -0.6819 4.8895 -0.5493
C 2.4997 -0.1601 3.6416 -0.7756
C 1.3388 -0.4773 2.8893 0.0724
O 1.1863 -0.0057 1.7107 0.6199
C 0.3737 -1.3459 3.4986 1.1279
C -0.8068 -1.6910 2.7997 -0.7694
O -1.1021 -1.3424 1.6397 -0.2046
C 0.6112 -1.8707 4.7885 -1.1333
H 3.5956 -0.4365 5.4488 0.4486
H 3.2171 0.5124 3.1889 0.5029
H -1.5283 -2.3281 3.3270 0.2759
H -0.1162 -2.5431 5.2280 0.4456
O 2.0855 2.0336 0.0705 -0.7941
S 2.2678 1.2474 -1.1156 1.1829
O 2.3423 1.9634 -2.3652 -0.6919
N 1.0929 0.1218 -1.1601 1.0854
C 0.9446 -0.6548 -2.2939 0.0843
C 1.7546 -0.7033 -3.4177 -0.8679
C 1.4620 -1.5918 -4.4623 -0.8726
C 0.3761 -2.4269 -4.4244 -0.9652
C -0.4814 -2.4001 -3.3064 0.9430
C -1.6269 -3.2119 -3.1667 -0.8326
C -2.3680 -3.1259 -2.0180 -1.1553
C -1.9917 -2.2348 -1.0096 -0.4227
N -0.9359 -1.4429 -1.1036 0.8351
C -0.1833 -1.5201 -2.2416 0.1883
C 3.8010 0.3429 -0.9684 -0.1756
C 4.9066 0.7934 -1.6719 -0.2264
C 6.1131 0.1219 -1.5440 -0.7614
C 6.2052 -0.9866 -0.7145 -0.4046
C 5.0910 -1.4354 -0.0179 -0.8419
C 3.8801 -0.7730 -0.1486 -0.3361
H 2.6006 -0.0370 -3.4933 0.4925
H 2.1156 -1.6139 -5.3250 0.4090
H 0.1682 -3.1134 -5.2352 0.4209
H -1.9020 -3.8898 -3.9648 0.4538
H -3.2503 -3.7352 -1.8766 0.4683
H -2.5572 -2.1510 -0.0912 0.5577
H 4.8043 1.6622 -2.3095 0.4933
H 6.9819 0.4602 -2.0932 0.3988
H 7.1505 -1.5038 -0.6096 0.3926
H 5.1637 -2.3013 0.6272 0.4323
H 3.0017 -1.1072 0.3817 0.2418
```

lowest unoccupied orbital energy (alpha / beta): -0.0135 / -0.0196 Eh
expectation value of S²: 6.017
energy: -98746.030 eV
multiplicity: 5
HOMO-LUMO gap (alpha / beta): 7.0 / 7.4 eV
energy above the lowest of the compared OMol25 structures with the same formula, charge and spin: 0.00 kJ/mol

=====

Record 3
The following is a quantum chemistry calculation of C34H34AlN10O2S2 as an isolated structure, from the Open Molecules 2025 dataset.

Structure (XYZ):
```
83
Properties=species:S:1:pos:R:3:mulliken_charge:R:1
Al 0.2397 -0.4726 -1.1451 -2.2530
N 2.0737 -4.3285 0.0341 -0.4543
C 1.4285 -3.1737 -0.1605 0.8813
S 1.5759 -2.3726 -1.6769 -0.7257
N 0.7133 -2.7152 0.8427 -1.8883
N 0.0394 -1.5835 0.5903 1.7041
C -0.8320 -1.1855 1.4698 1.0524
C -1.0573 -1.8777 2.7543 -0.2191
C 0.0116 -2.1119 3.6183 -0.1486
C -0.1910 -2.7773 4.8145 -0.9043
C -1.4606 -3.2206 5.1596 -0.6155
C -2.5268 -2.9940 4.3027 -1.0522
C -2.3310 -2.3230 3.1062 -0.1234
C -1.5832 0.0065 1.0849 0.2209
C -2.5559 0.5955 1.8812 -0.4129
C -3.1760 1.7523 1.4359 -1.3469
C -2.7908 2.3032 0.2246 -1.0001
C -1.8022 1.6681 -0.5038 -0.3796
N -1.2195 0.5419 -0.0930 1.7968
H 2.5857 -4.7573 -0.7144 0.2253
H 1.9474 -4.8180 0.9050 0.2321
H 1.0011 -1.7645 3.3518 0.3247
H 0.6463 -2.9610 5.4746 0.4602
H -1.6171 -3.7382 6.0964 0.4098
H -3.5180 -3.3425 4.5626 0.4387
H -3.1570 -2.1661 2.4248 0.6170
H -2.8049 0.1668 2.8395 0.7926
H -3.9393 2.2262 2.0382 0.5015
H -3.2500 3.2045 -0.1536 0.5423
H -1.4585 2.0712 -1.4458 0.3189
O -3.2283 0.6734 -2.6550 -0.6517
S -2.4465 -0.4858 -3.0050 1.2008
O -2.5909 -1.0064 -4.3297 -0.6943
N -0.8396 -0.1445 -2.6959 1.5559
C -0.2791 0.7713 -3.6020 0.7810
C -0.8865 1.3816 -4.6853 -0.9491
C -0.1588 2.2329 -5.5360 -1.1636
C 1.1733 2.4736 -5.3580 -0.9200
C 1.8417 1.8497 -4.2862 0.5417
C 3.2341 1.9065 -4.0907 -0.8437
C 3.8144 1.1497 -3.1038 -1.3081
C 2.9960 0.4231 -2.2391 -0.1270
N 1.6772 0.4259 -2.3260 1.0005
C 1.0971 1.0487 -3.3869 0.2157
C -2.8763 -1.7760 -1.8720 -0.1019
C -2.0049 -2.8114 -1.5784 -0.1847
C -2.4234 -3.8288 -0.7332 -0.6806
C -3.7148 -3.8187 -0.2273 -0.6436
C -4.5962 -2.7977 -0.5646 -0.7147
C -4.1769 -1.7651 -1.3868 -0.4893
H -1.9235 1.1924 -4.9051 0.5736
H -0.6758 2.6778 -6.3758 0.4270
H 1.7349 3.0992 -6.0387 0.4522
H 3.8401 2.5060 -4.7586 0.4700
H 4.8867 1.1102 -2.9792 0.4924
H 3.4315 -0.2017 -1.4724 0.7144
H -1.0384 -2.8534 -2.0669 0.9692
H -1.7466 -4.6357 -0.4834 0.4449
H -4.0391 -4.6199 0.4244 0.4563
H -5.6130 -2.8088 -0.1953 0.4265
H -4.8367 -0.9573 -1.6761 0.5455
C 2.6101 0.6557 1.2179 -0.4679
N 3.4279 1.5023 2.0678 0.1178
C 2.6160 1.9480 3.2005 -0.6866
N 1.4392 2.6909 2.7450 0.2004
C 0.6545 1.8343 1.8764 -0.8126
N 1.4117 1.3577 0.6830 1.2832
C 1.8753 2.5875 -0.0212 -0.7375
N 2.6819 3.4479 0.8252 0.0813
C 3.8380 2.6832 1.3016 -0.7579
C 1.8861 3.8565 1.9816 -0.6982
H 2.2691 -0.2098 1.7923 0.0104
H 3.2164 0.3069 0.3840 0.0389
H 3.2158 2.5897 3.8466 0.3601
H 2.2841 1.0782 3.7720 0.3349
H -0.2218 2.3933 1.5422 0.0084
H 0.3296 0.9668 2.4543 0.1717
H 0.9931 3.1390 -0.3590 0.2435
H 2.4730 2.3075 -0.8832 0.1178
H 4.4499 3.3234 1.9373 0.3421
H 4.4276 2.3612 0.4400 0.3430
H 1.0136 4.4172 1.6394 0.3478
H 2.4858 4.4995 2.6265 0.3695
```

lowest unoccupied orbital energy: -0.1353 Eh
charge: +1
energy: -83072.431 eV
HOMO-LUMO gap: 7.0 eV
energy above the lowest of the compared OMol25 structures with the same formula, charge and spin: 47.90 kJ/mol